DFT (wB97M-V/def2-TZVPD) results for a cluster of 6 separate species, C33H29BrO10SSi in total.

## Properties
HOMO energy ... -8.688 eV
Calculated total energy ... -143917.06002 eV
2S+1 ... 1
Gap between HOMO and LUMO ... 6.9 eV
ΔE to the lowest compared entry with this formula, charge and spin ... 2.55 kcal per mole
Structure (SMILES) ... O=C1C=CC(=O)C=C1.O=C1C=CC(=O)C=C1.O=C1C=CC(=O)C=C1.O=C1C=CC(=O)C=C1.O=C1C=CC(=O)C=C1.CCSC[SiH2]Br

Cartesian coordinates (Å):
O 0.0708 4.9125 -1.9849
C 0.6934 4.4859 -1.0320
C 1.2305 5.3962 0.0038
C 1.9072 4.9301 1.0484
C 2.1502 3.4786 1.2211
O 2.7653 3.0501 2.1745
C 1.6097 2.5652 0.1833
C 0.9333 3.0335 -0.8612
H 1.0375 6.4518 -0.1380
H 2.3033 5.5776 1.8197
H 1.7960 1.5079 0.3253
H 0.5303 2.3832 -1.6267
O -1.2343 4.7037 1.5660
C -2.3889 4.5550 1.2214
C -2.8511 4.9667 -0.1276
C -4.1182 4.8016 -0.4988
C -5.1165 4.2007 0.4175
O -6.2726 4.0506 0.0768
C -4.6542 3.7892 1.7661
C -3.3881 3.9531 2.1387
H -2.1068 5.4006 -0.7838
H -4.4786 5.0936 -1.4768
H -5.3989 3.3527 2.4198
H -3.0274 3.6598 3.1163
O 9.9048 -3.3984 0.6996
C 8.7398 -3.5024 0.3841
C 8.2656 -3.0687 -0.9554
C 6.9866 -3.1814 -1.3037
C 5.9879 -3.7450 -0.3660
O 4.8184 -3.8496 -0.6887
C 6.4549 -4.1768 0.9710
C 7.7341 -4.0662 1.3190
H 9.0151 -2.6613 -1.6217
H 6.6169 -2.8737 -2.2744
H 5.7081 -4.5881 1.6359
H 8.1000 -4.3785 2.2886
O -9.8556 7.4910 1.6310
C -9.8312 6.3361 2.0000
C -8.7734 5.4021 1.5430
C -8.7483 4.1353 1.9482
C -9.7791 3.6056 2.8745
O -9.7560 2.4517 3.2479
C -10.8391 4.5388 3.3324
C -10.8623 5.8056 2.9272
H -8.0327 5.8057 0.8655
H -7.9883 3.4412 1.6205
H -11.5805 4.1306 4.0075
H -11.6241 6.5046 3.2481
O 4.8654 -6.5664 2.6619
C 3.6984 -6.6702 2.3388
C 3.2320 -6.2357 0.9996
C 1.9534 -6.3440 0.6486
C 0.9438 -6.9067 1.5789
O -0.2205 -7.0079 1.2584
C 1.4135 -7.3430 2.9183
C 2.6917 -7.2337 3.2705
H 3.9808 -5.8252 0.3365
H 1.5891 -6.0306 -0.3216
H 0.6610 -7.7498 3.5815
H 3.0561 -7.5447 4.2413
C 1.1199 -1.9198 -5.9763
C 2.6084 -1.8318 -5.6965
S 3.3103 -3.2493 -4.8155
C 2.1519 -3.5633 -3.4532
Si 2.2479 -2.3445 -2.0301
Br 1.1388 -0.4260 -2.5084
H 0.5330 -1.8604 -5.0658
H 0.8470 -2.8124 -6.5350
H 0.8411 -1.0553 -6.5793
H 3.1402 -1.8047 -6.6450
H 2.8295 -0.8972 -5.1846
H 1.1355 -3.7150 -3.8097
H 2.4682 -4.5206 -3.0385
H 1.5064 -2.9361 -0.8926
H 3.6039 -2.0637 -1.5855

These are the Mulliken partial charges, in e, on atoms 1 to 2: number 1, O, carries -0.60; number 2, C, carries 0.34


DFT (wB97M-V/def2-TZVPD) results for a cluster of 12 separate species, C48H120O24 in total at a distorted geometry.

## Properties
HOMO energy ... -9.490 eV
Calculated total energy ... -100839.73757 eV
2S+1 ... 1
Gap between HOMO and LUMO ... 10.0 eV
ΔE to the lowest compared entry with this formula, charge and spin ... 166.26 kcal per mole
Structure (SMILES) ... COCCOC.COCCOC.COCCOC.COCCOC.COCCOC.COCCOC.COCCOC.COCCOC.COCCOC.COCCOC.COCCOC.COCCOC

Cartesian coordinates (Å):
C -11.5084 1.3745 -8.4742
O -11.2680 2.7123 -8.7533
C -10.3127 3.0534 -9.7766
C -10.9752 2.8525 -11.1936
O -12.1567 3.5732 -11.4250
C -12.7012 3.1124 -12.6140
H -12.1328 1.3650 -7.5808
H -10.5913 0.8503 -8.2052
H -12.0534 0.7843 -9.2110
H -9.4242 2.4465 -9.6025
H -9.9657 4.0754 -9.6243
H -11.0913 1.7709 -11.2625
H -10.2923 3.0792 -12.0124
H -12.7161 2.0225 -12.6097
H -12.0265 3.3595 -13.4336
H -13.6654 3.4553 -12.9894
C -10.9101 -16.2830 -3.8517
O -10.8481 -17.6846 -4.2163
C -12.0684 -18.1324 -4.7791
C -13.3817 -17.9695 -3.9755
O -13.4200 -18.6824 -2.7360
C -14.4526 -18.2442 -1.8662
H -11.6393 -16.0839 -3.0665
H -11.1340 -15.6307 -4.6958
H -9.9220 -15.9890 -3.4974
H -11.9841 -19.2148 -4.8761
H -12.0436 -17.7644 -5.8048
H -14.2080 -18.3699 -4.5631
H -13.7020 -16.9313 -3.8875
H -15.4410 -18.0503 -2.2830
H -14.0767 -17.3076 -1.4545
H -14.6419 -18.9385 -1.0476
C -4.0579 2.3051 -3.2573
O -5.1724 3.0459 -3.7253
C -6.0234 3.5891 -2.7796
C -5.4130 4.6464 -1.8039
O -5.1895 5.9157 -2.5098
C -4.4871 6.8188 -1.7048
H -4.4950 1.4802 -2.6946
H -3.2935 2.8330 -2.6871
H -3.4728 1.8946 -4.0802
H -6.3299 2.7649 -2.1356
H -6.9037 3.8813 -3.3521
H -4.4771 4.3312 -1.3424
H -6.0230 4.7156 -0.9032
H -4.2363 7.7113 -2.2781
H -3.4944 6.4882 -1.3995
H -5.0501 7.1277 -0.8240
C -10.5302 -7.5234 -4.1905
O -10.6973 -6.1598 -3.8947
C -9.6386 -5.5828 -3.1843
C -10.1372 -4.8477 -1.9461
O -10.3594 -5.5912 -0.7303
C -11.2347 -4.9780 0.1763
H -11.4919 -7.8376 -4.5962
H -10.1108 -8.1115 -3.3742
H -9.9114 -7.6888 -5.0724
H -8.9411 -4.9336 -3.7135
H -9.0006 -6.3044 -2.6739
H -11.0193 -4.2946 -2.2685
H -9.3995 -4.0666 -1.7626
H -12.2158 -4.7911 -0.2604
H -10.7332 -4.0272 0.3570
H -11.4802 -5.5687 1.0588
C -16.2226 -5.3851 10.5177
O -15.8024 -5.5717 11.8181
C -16.7782 -5.2107 12.7834
C -16.4493 -5.7554 14.1694
O -15.2728 -5.0431 14.6572
C -15.0027 -5.3949 15.9985
H -16.4351 -4.3442 10.2738
H -17.0895 -6.0210 10.3387
H -15.3709 -5.6460 9.8894
H -17.7370 -5.6696 12.5421
H -16.9634 -4.1414 12.8857
H -16.2252 -6.8203 14.1074
H -17.3682 -5.6814 14.7510
H -15.9639 -5.2669 16.4963
H -14.1380 -4.9188 16.4608
H -14.7653 -6.4584 15.9720
C -1.6006 4.7423 4.1195
O -2.9561 5.0214 4.3430
C -3.5035 4.2840 5.4137
C -3.5517 2.7256 5.3578
O -4.4368 2.2150 4.4074
C -4.3689 0.8069 4.3280
H -1.3775 3.7953 3.6282
H -0.9854 4.8475 5.0132
H -1.1006 5.4401 3.4478
H -4.5295 4.6278 5.5454
H -2.9201 4.4749 6.3144
H -3.8973 2.3825 6.3329
H -2.5309 2.3650 5.2308
H -3.3258 0.5877 4.1002
H -4.8808 0.3760 3.4676
H -4.6797 0.4215 5.2991
C 0.2879 -11.7608 -17.0571
O -1.1441 -11.8643 -17.2771
C -1.8184 -12.0048 -16.0273
C -3.3852 -11.7194 -16.1854
O -4.1900 -12.1396 -15.0663
C -4.1211 -11.2931 -13.9185
H 0.6019 -11.5637 -18.0822
H 0.7113 -12.7057 -16.7166
H 0.5253 -10.8870 -16.4503
H -1.4301 -11.2494 -15.3441
H -1.6706 -12.9814 -15.5662
H -3.7628 -12.1262 -17.1236
H -3.5199 -10.6418 -16.2789
H -4.3145 -10.2723 -14.2481
H -3.1213 -11.1840 -13.4983
H -4.8910 -11.5641 -13.1960
C -16.6201 -7.9886 -1.7465
O -17.3747 -6.8119 -1.7888
C -17.2503 -6.0864 -2.9371
C -17.6146 -4.6055 -2.7248
O -17.7632 -3.9885 -4.0183
C -17.7458 -2.5522 -4.0726
H -15.5414 -7.8494 -1.6747
H -16.8001 -8.5468 -2.6652
H -16.9134 -8.5198 -0.8410
H -17.8461 -6.4852 -3.7581
H -16.2105 -6.0333 -3.2598
H -16.8855 -4.1171 -2.0783
H -18.5166 -4.5997 -2.1128
H -18.5467 -2.2801 -3.3851
H -18.0997 -2.0736 -4.9857
H -16.8506 -2.0415 -3.7179
C -17.8868 -6.4291 -11.5516
O -16.9974 -7.5106 -11.9738
C -16.5716 -8.3682 -10.8758
C -15.2744 -9.0426 -11.4575
O -15.6578 -9.9506 -12.4790
C -14.7015 -10.9352 -12.7778
H -18.0693 -5.7965 -12.4203
H -17.4445 -5.8669 -10.7292
H -18.8487 -6.7868 -11.1842
H -17.2123 -9.1891 -10.5539
H -16.0468 -7.9100 -10.0375
H -14.7233 -9.7286 -10.8143
H -14.5402 -8.3003 -11.7708
H -14.0480 -10.6338 -13.5964
H -15.2645 -11.7506 -13.2319
H -14.0465 -11.2736 -11.9750
C -6.2818 -11.3069 2.1520
O -5.8783 -11.7129 0.8443
C -4.6179 -11.0549 0.4110
C -4.1507 -11.6031 -0.9853
O -4.8024 -10.8659 -1.9980
C -4.4595 -11.1982 -3.3105
H -6.9260 -12.0459 2.6285
H -6.8941 -10.4054 2.1332
H -5.4091 -11.1313 2.7811
H -3.7702 -11.1916 1.0824
H -4.8332 -9.9886 0.3423
H -4.0840 -12.6909 -0.9684
H -3.0982 -11.3327 -1.0700
H -4.9393 -10.5112 -4.0076
H -4.6943 -12.2447 -3.5051
H -3.3803 -11.1547 -3.4577
C -6.1040 -4.4737 -10.9340
O -4.7149 -4.6566 -10.8445
C -4.1893 -5.0785 -9.5883
C -2.6982 -5.2572 -9.6563
O -2.2800 -6.5996 -10.2150
C -0.8136 -6.6800 -10.2591
H -6.5764 -5.4313 -10.7150
H -6.4438 -4.1459 -11.9165
H -6.5603 -3.9689 -10.0826
H -4.7352 -5.9613 -9.2554
H -4.2830 -4.3027 -8.8284
H -2.1883 -5.0528 -8.7148
H -2.2749 -4.5574 -10.3769
H -0.3274 -6.0158 -9.5445
H -0.4837 -6.1773 -11.1682
H -0.4034 -7.6838 -10.1485
C -16.9079 3.0892 1.4314
O -16.3520 1.7872 1.7490
C -14.9375 1.7545 2.0449
C -14.3905 1.9740 3.4656
O -14.6817 0.8807 4.3904
C -13.7496 0.8720 5.5314
H -17.9887 3.0844 1.2902
H -16.5332 3.2927 0.4283
H -16.5929 3.8790 2.1135
H -14.4355 2.4573 1.3800
H -14.5272 0.8074 1.6943
H -14.9157 2.8364 3.8762
H -13.3055 2.0740 3.4362
H -13.7509 1.8490 6.0145
H -12.7016 0.8194 5.2363
H -13.9893 0.1445 6.3068

These are the Mulliken partial charges, in e, on atoms 1 to 2: number 1, C, carries -0.69; number 2, O, carries -0.35


DFT (wB97M-V/def2-TZVPD) results for a cluster of 9 separate species, C33H92N8O9 in total at a distorted geometry.

## Properties
HOMO energy ... -8.609 eV
Calculated total energy ... -66054.78675 eV
2S+1 ... 1
Gap between HOMO and LUMO ... 9.0 eV
ΔE to the lowest compared entry with this formula, charge and spin ... 50.28 kcal per mole
Structure (SMILES) ... COC[C@H](C)N.COC[C@H](C)N.COC[C@H](C)N.COC[C@H](C)N.COC[C@H](C)N.COC[C@H](C)N.COC[C@H](C)N.COC[C@H](C)N.CO

Cartesian coordinates (Å):
C -1.2873 2.6544 -3.5527
O -2.2904 1.7600 -3.0597
C -1.8176 0.5811 -2.5039
C -3.0179 -0.1164 -1.7211
C -4.2188 -0.1942 -2.6842
N -3.3922 0.5723 -0.4882
H -0.5208 2.8918 -2.8081
H -1.6515 3.5039 -4.1434
H -0.6886 2.0863 -4.2715
H -1.3927 -0.0888 -3.3077
H -1.0513 0.6980 -1.7359
H -2.6763 -1.1313 -1.4650
H -4.5968 0.7944 -2.8638
H -4.9161 -0.7539 -2.1430
H -3.9025 -0.7216 -3.5700
H -3.8463 1.4098 -0.7583
H -2.5369 0.9675 -0.0736
C 6.6693 -0.5911 -0.1826
O 5.5361 -0.3654 0.5896
C 5.7976 -0.0775 1.8955
C 4.5884 -0.3891 2.7082
C 3.7136 0.8215 2.7381
N 5.0136 -0.9104 4.1007
H 6.4912 -0.6850 -1.2709
H 7.1376 -1.5667 0.1336
H 7.4810 0.2006 0.0762
H 6.6333 -0.7442 2.1183
H 6.1598 0.9413 1.9439
H 4.0636 -1.2882 2.3177
H 2.8324 0.6387 3.3668
H 3.4887 1.1717 1.7456
H 4.2827 1.6498 3.1391
H 5.2475 -0.0783 4.6281
H 4.1391 -1.2834 4.5123
C -2.4828 -4.6890 1.1423
O -3.6874 -4.0256 1.5697
C -3.4327 -2.6690 1.7103
C -4.7287 -2.0984 2.2031
C -5.7700 -2.2544 1.1092
N -4.5272 -0.6833 2.4541
H -2.1599 -4.4023 0.1387
H -2.5850 -5.7302 1.1881
H -1.6606 -4.4671 1.8454
H -2.6238 -2.4646 2.4237
H -3.2408 -2.1792 0.7675
H -4.9596 -2.6862 3.0835
H -6.8042 -2.0744 1.4027
H -5.7175 -3.3282 0.7403
H -5.5409 -1.5841 0.2761
H -4.2827 -0.2026 1.5828
H -5.4632 -0.3356 2.8239
C 1.4553 -7.2588 -3.7449
O 1.0088 -6.3417 -2.7212
C -0.1744 -5.7382 -3.1832
C -0.5232 -4.5789 -2.2109
C -1.8445 -4.0396 -2.5197
N 0.5495 -3.6217 -2.2000
H 0.8107 -8.1633 -3.8131
H 2.4816 -7.5533 -3.5285
H 1.3040 -6.7747 -4.7074
H 0.0360 -5.3611 -4.1537
H -1.0093 -6.5103 -3.1945
H -0.5658 -5.0045 -1.2048
H -2.5729 -4.8589 -2.5223
H -1.8847 -3.6153 -3.5712
H -2.2082 -3.3185 -1.7989
H 0.6313 -3.1650 -3.0897
H 1.5099 -3.9671 -1.9923
C -1.5909 6.5530 -4.1747
O -2.7864 5.9735 -3.5769
C -2.5909 5.5291 -2.2250
C -3.7953 4.7758 -1.6136
C -3.3637 4.3248 -0.1489
N -4.2777 3.5719 -2.2564
H -1.1471 7.2633 -3.5105
H -1.8096 7.1184 -5.0940
H -0.9169 5.7458 -4.4523
H -1.6559 4.9260 -2.1884
H -2.3336 6.4258 -1.5711
H -4.6678 5.3803 -1.4909
H -4.2125 3.7859 0.2904
H -2.9831 5.1961 0.4516
H -2.6194 3.5470 -0.2520
H -4.6267 3.6219 -3.1855
H -3.5653 2.8381 -2.2823
C 3.2578 1.7506 -4.3819
O 2.8475 1.1636 -3.1782
C 3.5708 -0.0017 -2.7795
C 2.8222 -0.6223 -1.5350
C 3.3124 -2.0819 -1.3212
N 1.3577 -0.6101 -1.5341
H 2.6743 2.6089 -4.6383
H 3.0724 1.1524 -5.2850
H 4.3433 2.0662 -4.3952
H 3.6780 -0.7644 -3.5641
H 4.5529 0.3546 -2.5458
H 3.1379 0.0041 -0.6935
H 4.4158 -2.0750 -1.2259
H 3.1092 -2.8837 -2.0091
H 2.8917 -2.4370 -0.3413
H 0.9803 -1.4478 -2.0432
H 1.1121 0.2334 -2.0812
C -2.8748 -1.0514 6.5692
O -1.4885 -0.9218 6.5766
C -0.8968 -1.4357 5.3812
C 0.6425 -1.5636 5.4083
C 1.3177 -0.2969 5.9032
N 1.2782 -2.0395 4.2298
H -3.1932 -2.1095 6.3981
H -3.3358 -0.5418 5.6397
H -3.3424 -0.5738 7.4670
H -1.3240 -2.4628 5.1720
H -1.2694 -0.9520 4.4763
H 0.9276 -2.3004 6.2089
H 2.4031 -0.4385 5.9647
H 0.9501 -0.1391 6.9413
H 1.1131 0.5742 5.3004
H 1.1756 -1.3095 3.5123
H 0.7359 -2.8356 3.8967
C 3.0768 4.7513 2.6905
O 2.0469 4.6756 1.7035
C 2.4849 4.3090 0.4228
C 1.3135 3.8554 -0.4109
C 0.5722 2.6426 0.1492
N 1.7466 3.5790 -1.7766
H 2.6038 5.0162 3.5975
H 3.8207 5.4320 2.2963
H 3.5469 3.7200 2.7951
H 2.9512 5.1595 -0.0866
H 3.1814 3.5038 0.4725
H 0.6482 4.7453 -0.4593
H 0.4055 2.7762 1.2290
H 1.0983 1.6795 0.0044
H -0.3130 2.4417 -0.4148
H 2.1787 2.6576 -1.9866
H 2.3194 4.3324 -2.2206
C -0.7464 -0.7647 1.6914
O -0.6899 -0.6440 0.2778
H -0.2553 -1.6960 2.0507
H -0.2692 0.0917 2.1632
H -1.7896 -0.7141 1.9511
H 0.2475 -0.7513 -0.0676

These are the Mulliken partial charges, in e, on atoms 1 to 2: number 1, C, carries -0.84; number 2, O, carries -0.39


DFT (wB97M-V/def2-TZVPD) results for the molecule C18H34O3.

## Properties
HOMO energy ... -8.912 eV
Calculated total energy ... -25361.08943 eV
2S+1 ... 1
Gap between HOMO and LUMO ... 9.7 eV
ΔE to the lowest compared entry with this formula, charge and spin ... 15.84 kcal per mole
Structure (SMILES) ... CCCCCC[C@@H](O)C/C=C\CCCCCCCC(=O)O

Cartesian coordinates (Å):
C 7.9908 -1.3016 -1.7567
C 6.6171 -1.7772 -1.3003
C 5.7281 -0.6138 -0.8680
C 4.3499 -1.0839 -0.4096
C 3.4660 0.0791 0.0355
C 2.0868 -0.4006 0.4876
C 1.2074 0.7276 1.0382
O 0.8407 1.6455 0.0171
C -0.0845 0.1760 1.6438
C -0.9864 1.2710 2.1396
C -2.2121 1.0936 2.6046
C -2.9174 -0.2192 2.7422
C -4.4228 -0.0849 2.5082
C -4.7725 0.3695 1.0909
C -4.4210 -0.6716 0.0280
C -5.1698 -0.4573 -1.2871
C -4.8101 0.8344 -2.0211
C -3.3617 0.8591 -2.5113
C -2.3942 1.3667 -1.4627
O -2.6382 2.2405 -0.6723
O -1.2135 0.7612 -1.5478
H 8.6074 -2.1449 -2.0586
H 7.8985 -0.6238 -2.6026
H 8.4994 -0.7756 -0.9516
H 6.1310 -2.3184 -2.1152
H 6.7325 -2.4718 -0.4651
H 5.6148 0.0813 -1.7037
H 6.2151 -0.0729 -0.0528
H 3.8591 -1.6170 -1.2271
H 4.4654 -1.7857 0.4195
H 3.3688 0.7793 -0.7995
H 3.9542 0.6073 0.8591
H 2.2108 -1.1514 1.2698
H 1.5680 -0.8697 -0.3518
H 1.7644 1.2729 1.8175
H 1.6356 1.9413 -0.4385
H -0.6007 -0.4195 0.8857
H 0.1755 -0.4954 2.4669
H -0.5763 2.2683 2.0880
H -2.7743 1.9535 2.9415
H -2.4981 -0.9523 2.0525
H -2.7541 -0.5989 3.7576
H -4.8254 0.6407 3.2195
H -4.9045 -1.0460 2.7091
H -4.2486 1.3013 0.8755
H -5.8472 0.5658 1.0493
H -4.6774 -1.6663 0.4048
H -3.3469 -0.6570 -0.1618
H -6.2435 -0.4513 -1.0821
H -4.9688 -1.3039 -1.9500
H -5.4773 0.9358 -2.8798
H -4.9684 1.6934 -1.3683
H -3.0353 -0.1244 -2.8504
H -3.2732 1.5517 -3.3529
H -0.5626 1.1393 -0.9031

These are the Mulliken partial charges, in e, on atoms 1 to 2: number 1, C, carries -1.28; number 2, C, carries -0.30